Formula: C24H38N2OS2SiSm
Source: the Open Molecules 2025 dataset
Level of theory: ωB97M-V/def2-TZVPD

Geometry (Å):
Sm (0.5413, 2.5885, 0.3204)
C (3.2840, -4.3390, -0.6261)
C (4.1647, -3.0870, -0.6362)
C (5.0385, -3.0921, 0.6275)
C (5.0549, -3.1201, -1.8887)
C (3.3469, -1.8129, -0.6501)
C (3.9675, -0.5646, -0.6887)
C (3.1950, 0.5791, -0.6956)
N (1.8604, 0.5784, -0.6821)
C (1.2335, -0.6128, -0.6445)
C (1.9559, -1.8044, -0.6211)
C (-0.2531, -0.5977, -0.6227)
C (-0.9884, -1.7796, -0.6603)
C (-2.3789, -1.7778, -0.6548)
C (-2.9853, -0.5214, -0.6440)
C (-2.2022, 0.6143, -0.5934)
N (-0.8645, 0.6045, -0.5669)
C (-3.2095, -3.0428, -0.6500)
C (-2.3388, -4.3017, -0.6389)
C (-4.0837, -3.0390, 0.6140)
C (-4.1008, -3.0659, -1.9015)
H (3.9181, -5.2216, -0.6218)
H (2.6544, -4.3874, -1.5122)
H (2.6608, -4.3761, 0.2649)
H (5.6181, -4.0108, 0.6628)
H (4.4175, -3.0408, 1.5195)
H (5.7312, -2.2550, 0.6427)
H (5.6323, -4.0410, -1.9025)
H (5.7531, -2.2877, -1.9095)
H (4.4465, -3.0835, -2.7904)
H (5.0414, -0.4746, -0.7116)
H (3.6685, 1.5595, -0.7221)
H (1.4310, -2.7399, -0.5716)
H (-0.4715, -2.7209, -0.6906)
H (-4.0564, -0.4180, -0.6685)
H (-2.6725, 1.5928, -0.5848)
H (-1.7054, -4.3338, 0.2451)
H (-1.7201, -4.3627, -1.5315)
H (-2.9782, -5.1799, -0.6192)
H (-3.4626, -2.9962, 1.5065)
H (-4.6749, -3.9500, 0.6500)
H (-4.7667, -2.1940, 0.6295)
H (-3.4931, -3.0335, -2.8036)
H (-4.7907, -2.2264, -1.9189)
H (-4.6865, -3.9816, -1.9157)
C (0.4512, 2.3034, 5.8827)
O (0.6630, 1.3736, 4.8343)
C (0.6766, 1.7925, 3.5915)
S (0.5068, 3.4191, 3.1728)
S (0.8639, 0.5872, 2.4223)
H (0.3293, 1.7080, 6.7832)
H (-0.4437, 2.8977, 5.6877)
H (1.3100, 2.9702, 5.9820)
C (-2.2743, 6.9354, -0.7245)
Si (-1.4469, 5.2214, -0.6630)
C (-1.9435, 4.1805, -2.2019)
C (-2.1729, 4.3070, 0.8914)
C (0.4312, 4.9735, -0.4912)
H (-3.3569, 6.8446, -0.7591)
H (-1.9674, 7.5011, -1.5980)
H (-2.0255, 7.5284, 0.1505)
H (-3.0101, 3.9874, -2.2422)
H (-1.4146, 3.2187, -2.2265)
H (-1.6914, 4.7152, -3.1113)
H (-3.2512, 4.4236, 0.9527)
H (-1.7588, 4.7444, 1.8000)
H (-1.9542, 3.2167, 0.8996)
H (0.8294, 5.6742, 0.2557)
H (0.9193, 5.2350, -1.4349)

Properties
electronic energy: -2865.7750 Eh
Kohn-Sham gap (spin up / spin down): 6.998 / 7.363 eV
2S+1: 6
molecular weight: 613.2 u
energy above the lowest of the compared OMol25 structures with the same formula, charge and spin: 21.35 kcal per mole
maximum force: 0.017 Eh/bohr
net charge: +1

---

Formula: C24H38N4P2Ru
Source: the Open Molecules 2025 dataset
Level of theory: ωB97M-V/def2-TZVPD

Geometry (Å):
C (-2.5912, 0.2875, -4.3427)
C (-1.8740, 0.8307, -3.2814)
C (-2.5517, 0.9056, -2.0378)
C (-3.6358, -0.0260, -1.7291)
C (-4.2223, -0.6845, -2.8059)
C (-3.8178, -0.3729, -4.0915)
C (-4.1663, -0.0425, -0.4484)
C (-3.7660, 0.9834, 0.3800)
C (-2.6672, 1.8598, -0.0367)
C (-2.1161, 2.7915, 0.8893)
C (-2.9606, 3.2307, 1.9082)
C (-4.1801, 2.5625, 2.1412)
C (-4.5011, 1.3709, 1.5014)
H (-2.1621, 0.3839, -5.3458)
H (-5.0968, -1.2649, -2.5462)
H (-4.4376, -0.6790, -4.9349)
H (-4.5301, -0.9963, -0.0207)
H (-2.6213, 4.0789, 2.5281)
H (-4.9018, 2.9848, 2.8402)
H (-5.3863, 0.7624, 1.6814)
N (-2.2847, 2.0131, -1.3205)
Ru (0.2690, -0.2828, 0.0158)
C (-0.3946, 1.2734, -3.3077)
H (-0.2320, 2.3331, -2.9729)
H (-0.0315, 1.1556, -4.3448)
C (-0.6599, 3.2171, 0.7084)
H (-0.4315, 3.6447, -0.2975)
H (-0.4189, 3.9441, 1.4984)
P (0.5732, 0.1406, -2.1631)
P (0.5035, 1.7400, 0.9624)
C (0.8446, 1.7242, 2.7456)
H (1.7886, 1.1913, 2.9088)
H (0.9423, 2.7540, 3.1054)
H (0.0476, 1.2192, 3.3021)
C (2.0509, 2.4476, 0.3116)
H (2.4310, 3.1702, 1.0470)
H (2.7633, 1.6185, 0.1888)
H (1.8461, 2.9473, -0.6455)
C (0.5217, -1.4596, -3.0499)
H (0.5949, -1.3492, -4.1374)
H (1.3535, -2.0815, -2.7033)
H (-0.4165, -1.9591, -2.7937)
C (2.2586, 0.7031, -2.5478)
H (2.9562, 0.1612, -1.9043)
H (2.5096, 0.5021, -3.5945)
H (2.3534, 1.7749, -2.3587)
H (-1.0681, -0.9983, 0.0106)
H (-0.7433, 0.2729, 1.2489)
C (4.3989, -1.8281, 0.0403)
N (3.7119, -2.0610, 1.3044)
C (4.3134, -2.9974, 2.2134)
C (2.3843, -1.8196, 1.3648)
N (1.7794, -1.5630, 0.2182)
N (1.7102, -1.7778, 2.5373)
C (2.3916, -1.5437, 3.7936)
C (0.2500, -1.8982, 2.6111)
H (5.4477, -2.0407, 0.2134)
H (4.3015, -0.7854, -0.2885)
H (4.0582, -2.4975, -0.7638)
H (4.7649, -2.4723, 3.0541)
H (3.5909, -3.7382, 2.5691)
H (5.1017, -3.5084, 1.6687)
H (2.2490, -1.8984, -0.6239)
H (1.7700, -0.9162, 4.4334)
H (2.5934, -2.4716, 4.3354)
H (3.3318, -1.0119, 3.6326)
H (-0.1432, -1.0722, 3.2109)
H (-0.2075, -1.8392, 1.6038)
H (-0.0486, -2.8366, 3.0976)

Properties
electronic energy: -1933.5198 Eh
Kohn-Sham gap (spin up / spin down): 6.148 / 5.533 eV
2S+1: 6
molecular weight: 545.6 u
energy above the lowest of the compared OMol25 structures with the same formula, charge and spin: 31.65 kcal per mole
maximum force: 0.063 Eh/bohr
net charge: +1

---

Formula: C24H38N4PdS3SeSi2
Source: the Open Molecules 2025 dataset
Level of theory: ωB97M-V/def2-TZVPD

Geometry (Å):
Pd (0.3967, -0.2324, -0.4623)
C (-2.5336, 1.8604, -3.1509)
C (-1.0434, 2.1715, -3.2751)
S (0.2946, 1.2469, -2.4243)
C (0.7450, -0.0994, -3.5336)
C (-0.2303, -1.2557, -3.5249)
S (-0.8582, -1.6516, -1.8670)
C (-2.4534, -0.7904, -1.6290)
C (-3.4565, -0.7823, -2.7648)
S (-3.0957, 0.4142, -4.0855)
H (-3.0591, 2.7129, -3.5845)
H (-2.8643, 1.8036, -2.1172)
H (-0.8591, 3.1939, -2.9407)
H (-0.7391, 2.1150, -4.3212)
H (1.7134, -0.4127, -3.1415)
H (0.9036, 0.2782, -4.5454)
H (0.2464, -2.1664, -3.8910)
H (-1.1054, -1.0587, -4.1402)
H (-2.2351, 0.2207, -1.3052)
H (-2.8610, -1.3251, -0.7681)
H (-4.4355, -0.5610, -2.3375)
H (-3.5355, -1.7518, -3.2593)
C (1.1047, -4.6306, -0.3339)
Si (1.9526, -3.0705, 0.1954)
C (2.8327, -2.3143, -1.2497)
C (3.1162, -3.2734, 1.6230)
N (0.6287, -1.8685, 0.7124)
C (-0.2279, -2.0514, 1.6617)
C (-0.2482, -3.2555, 2.4938)
C (-1.1355, -3.3854, 3.4890)
C (-2.1340, -2.3581, 3.7968)
C (-2.1879, -1.2165, 3.1046)
C (-1.2472, -0.9443, 2.0047)
N (-1.1799, 0.1259, 1.3258)
Si (-2.0189, 1.7008, 1.6864)
C (-1.5940, 2.1816, 3.4228)
C (-1.2945, 2.9410, 0.5094)
C (-3.8418, 1.4717, 1.3719)
H (1.8699, -5.3270, -0.6880)
H (0.4166, -4.4481, -1.1614)
H (0.5497, -5.1364, 0.4554)
H (3.7381, -2.8925, -1.4521)
H (3.1378, -1.2820, -1.0668)
H (2.2220, -2.3539, -2.1542)
H (3.7921, -4.1028, 1.3982)
H (2.6274, -3.5014, 2.5694)
H (3.7305, -2.3833, 1.7681)
H (0.4591, -4.0439, 2.2919)
H (-1.1339, -4.2866, 4.0887)
H (-2.8359, -2.5494, 4.5972)
H (-2.9416, -0.4700, 3.3215)
H (-0.5263, 2.3929, 3.5184)
H (-1.8560, 1.4288, 4.1678)
H (-2.1332, 3.0974, 3.6784)
H (-0.2023, 2.9556, 0.5386)
H (-1.6428, 3.9376, 0.7934)
H (-1.6092, 2.7707, -0.5201)
H (-4.4001, 1.2930, 2.2927)
H (-4.0402, 0.6308, 0.7028)
H (-4.2625, 2.3694, 0.9138)
Se (2.1587, 0.3486, 2.2634)
N (2.0295, 0.8138, 0.5180)
C (2.6938, 1.9598, 0.3738)
C (2.9181, 2.6751, -0.8442)
C (3.6352, 3.8231, -0.8013)
C (4.1884, 4.3513, 0.4169)
C (4.0282, 3.7040, 1.5880)
C (3.2783, 2.4795, 1.5998)
N (3.0876, 1.7724, 2.6915)
H (2.5366, 2.2933, -1.7749)
H (3.8166, 4.3653, -1.7204)
H (4.7560, 5.2706, 0.3757)
H (4.4543, 4.0619, 2.5146)

Properties
electronic energy: -5458.7597 Eh
Kohn-Sham gap: 6.890 eV
2S+1: 1
molecular weight: 720.3 u
energy above the lowest of the compared OMol25 structures with the same formula, charge and spin: 0.00 kcal per mole
maximum force: 0.027 Eh/bohr
net charge: +2